No. 1
ORCA calculation (the ωB97M-V functional and the def2-TZVPD basis) on a molecular structure, C45H53MnN5O5S.

```
110
Properties=species:S:1:pos:R:3:forces:R:3
Mn 0.21571 0.37611 0.11250 0.0 -1.1 -1.1
C -5.23045 2.14389 2.93956 -0.1 -0.1 -0.1
C -5.14124 1.45158 1.57270 0.1 0.1 0.1
C -3.80956 1.67142 0.92694 -0.1 0.3 -0.3
C -3.47511 2.58542 -0.03271 -0.3 -0.1 0.3
C -4.38902 3.54156 -0.73436 0.0 -0.2 -0.1
C -4.89002 2.95426 -2.06055 0.0 0.1 0.1
C -2.07295 2.39012 -0.31332 0.4 0.1 -0.2
N -1.57710 1.37552 0.44674 -0.9 0.5 0.2
C -2.60466 0.93884 1.22312 0.2 -0.3 0.2
C -2.51843 -0.06873 2.18974 0.1 0.1 -0.3
C -1.37275 -0.77106 2.53632 0.1 0.1 -0.1
C -1.28687 -1.77381 3.58333 0.1 -0.1 0.2
C -2.42057 -2.26184 4.43119 0.0 -0.2 -0.2
C -3.10003 -3.49354 3.81913 0.0 0.1 0.1
C 0.00605 -2.18922 3.60826 -0.1 -0.1 0.0
C 0.70032 -1.44640 2.57069 -0.1 0.1 0.0
C 2.03878 -1.60831 2.24540 0.1 0.2 -0.3
C 2.74907 -0.93415 1.24795 -0.4 0.1 0.3
N 2.25798 0.05700 0.46098 1.0 0.1 0.3
C 3.29114 0.49140 -0.30816 -0.4 0.3 -0.1
C 3.21568 1.55337 -1.21311 -0.1 -0.3 0.2
C 2.08533 2.31797 -1.49049 -0.1 0.1 0.1
N 0.87261 2.15908 -0.90442 0.2 0.7 -0.1
C 0.02616 3.03776 -1.49871 0.2 0.0 0.1
C -1.33097 3.15987 -1.21353 -0.1 -0.3 0.2
C 0.73731 3.81383 -2.49607 0.0 0.1 -0.1
C 2.02237 3.36461 -2.49079 -0.1 0.0 -0.1
C 3.16109 3.82511 -3.34789 0.0 0.1 0.2
C 4.14366 4.71754 -2.57849 0.0 -0.1 -0.1
C 0.12340 4.80034 -3.44238 0.0 -0.2 -0.1
C -0.30082 4.10660 -4.74379 0.0 0.1 0.1
C 4.47608 -0.28501 -0.03910 0.2 -0.5 0.3
C 4.13713 -1.17298 0.94518 0.4 0.2 -0.3
C 4.98203 -2.25471 1.54135 -0.1 -0.1 -0.1
C 4.63263 -3.62396 0.93902 0.0 0.1 0.1
C 5.81781 -0.12568 -0.68590 0.0 0.1 0.1
C 6.71648 0.84161 0.09416 0.0 -0.1 -0.1
N -0.15894 -0.59894 1.95084 -0.1 -0.2 0.6
C 0.63717 -3.20716 4.50517 0.0 0.2 0.0
C 1.49468 -2.55682 5.59888 -0.1 -0.1 -0.1
H -6.18820 1.93511 3.42218 0.0 0.0 0.0
H -5.12784 3.22485 2.82335 0.0 0.0 0.0
H -4.42808 1.79721 3.59149 0.0 0.0 0.0
H -5.93220 1.84015 0.92656 0.0 -0.1 0.0
H -5.31931 0.37990 1.68956 0.0 0.0 0.0
H -3.86737 4.48225 -0.93127 0.0 0.0 0.0
H -5.24435 3.77254 -0.09426 0.0 0.1 0.0
H -4.04273 2.70575 -2.70145 0.0 0.0 0.0
H -5.53533 3.66008 -2.59055 0.0 0.0 0.0
H -5.44857 2.03479 -1.87954 0.0 0.0 0.0
H -3.43478 -0.32500 2.70559 0.0 0.0 0.0
H -3.15931 -1.46637 4.55576 0.0 0.0 0.1
H -2.04498 -2.51163 5.42878 0.0 0.1 0.0
H -3.55993 -3.25044 2.86170 0.0 0.0 0.0
H -3.87730 -3.88053 4.48168 0.0 0.0 0.0
H -2.36596 -4.28029 3.64067 0.0 0.0 0.0
H 2.59355 -2.34722 2.80932 0.0 -0.1 0.0
H 4.12211 1.78601 -1.76038 0.0 0.0 0.0
H -1.88263 3.92008 -1.75322 0.0 0.0 0.0
H 2.77245 4.38110 -4.20503 0.0 -0.1 -0.1
H 3.70023 2.95670 -3.73751 0.0 0.0 -0.1
H 3.64100 5.62444 -2.23842 0.0 0.0 0.0
H 4.99174 5.00388 -3.20648 0.0 0.0 0.0
H 4.52273 4.19356 -1.70085 0.0 0.0 0.0
H 0.83545 5.59999 -3.66732 0.0 0.0 0.0
H -0.75324 5.26455 -2.98592 0.0 0.1 0.0
H 0.57033 3.68692 -5.24889 0.0 0.0 0.0
H -0.80315 4.79818 -5.42578 0.0 0.0 0.0
H -0.97820 3.28244 -4.51700 0.0 0.0 0.0
H 4.83577 -2.28763 2.62494 0.0 0.0 0.0
H 6.04012 -2.03893 1.36659 0.0 0.0 0.1
H 3.55495 -3.78945 0.96924 0.0 0.0 0.0
H 5.12992 -4.43235 1.48154 0.0 0.0 0.0
H 4.94323 -3.66248 -0.10660 0.0 0.0 0.0
H 5.69578 0.24423 -1.70693 0.0 -0.1 0.0
H 6.30718 -1.10115 -0.75271 0.0 0.0 -0.1
H 6.24433 1.82323 0.15434 0.0 0.0 0.0
H 7.69337 0.95107 -0.38490 0.0 0.0 0.0
H 6.86489 0.47998 1.11275 0.0 0.0 0.0
H 1.25520 -3.87742 3.90217 -0.1 -0.1 0.0
H -0.14105 -3.81677 4.96938 0.0 0.0 0.0
H 2.26670 -1.92925 5.15319 0.0 0.0 0.0
H 1.97846 -3.31230 6.22357 0.0 0.0 0.0
H 0.87377 -1.92441 6.23588 0.0 0.0 0.0
O -6.01568 -4.40393 0.54313 0.0 -0.1 0.0
C -4.84908 -4.83407 0.40550 0.3 0.2 0.0
O -4.39478 -5.98166 0.58007 -0.1 0.0 0.0
C -3.81060 -3.76720 -0.04912 -0.2 -0.3 0.0
C -4.23267 -2.63223 -0.72990 0.0 0.1 0.0
C -3.28870 -1.70249 -1.13162 -0.1 0.0 0.2
N -1.99405 -1.81157 -0.85649 0.1 0.2 -0.3
C -1.57381 -2.90736 -0.23020 0.1 0.1 0.0
C -2.44693 -3.91451 0.17179 0.0 0.0 0.1
C -0.05858 -3.01988 -0.02778 0.8 0.4 -0.5
O 0.37743 -4.03148 0.53013 -0.1 -0.3 0.3
O 0.67626 -2.07766 -0.50387 -0.8 -0.3 0.1
H -5.28768 -2.48647 -0.92583 0.0 -0.1 0.0
H -3.58295 -0.81753 -1.69140 0.0 0.1 0.1
H -2.06995 -4.80175 0.66124 0.0 0.0 0.0
C 2.10452 -1.48144 -3.13939 -0.3 -0.1 0.3
S 0.29866 -1.24015 -3.02352 0.5 0.3 -1.2
C 0.17556 -0.70339 -4.80877 -0.2 -0.5 0.6
O 0.10981 0.07765 -2.35525 -0.1 0.2 0.4
H 2.34461 -2.10560 -4.00022 -0.1 0.0 0.0
H 2.41232 -1.96221 -2.21454 0.0 0.0 0.1
H 2.55172 -0.49104 -3.21862 0.0 0.0 -0.1
H 0.44934 -1.53357 -5.46203 0.0 0.0 0.0
H 0.81264 0.16352 -4.98567 0.1 0.0 0.2
H -0.86736 -0.43190 -4.96824 0.0 0.0 0.0
```
Forces are in eV/Å.

Results
**Highest occupied orbital energy (alpha / beta)**: -1.88 / -1.85 eV
**ΔE to the lowest compared entry with this formula, charge and spin**: 29.1 kJ/mol
**Net charge**: -2
**E_tot**: -3945.9503 hartree
**2S+1**: 6

No. 2
ORCA calculation (the ωB97M-V functional and the def2-TZVPD basis) on 2 unconnected molecules or ions with the total composition C45H55BCl3N3O3.

```
110
Properties=species:S:1:pos:R:3:forces:R:3
Cl 0.02386 3.10370 0.16514 0.0 -0.6 -0.2
B -0.90713 1.53260 0.48650 -0.2 2.3 0.9
Cl -0.71595 1.06989 2.27061 0.1 -0.3 0.2
Cl -2.69742 1.79351 0.09986 -0.2 -0.1 -0.1
O -0.38273 0.44290 -0.33926 -1.4 -4.3 -0.2
C -1.06969 -0.68203 -0.13709 1.4 2.9 -0.2
C -0.75957 -1.93611 -0.68182 0.7 -0.9 -0.8
C -1.53878 -3.08178 -0.39645 0.0 0.9 0.2
C -1.20184 -4.30098 -0.92345 0.0 -0.4 -0.1
C -0.09208 -4.42709 -1.74582 -0.1 0.3 0.1
C 0.68103 -3.31430 -2.04201 0.3 -0.2 -0.2
C 0.35953 -2.08709 -1.52439 -0.2 0.4 0.2
H -1.92413 -0.58244 0.51181 -0.3 -0.1 0.2
H -2.39963 -2.99109 0.24299 -0.2 0.1 0.2
H -1.79600 -5.17152 -0.69904 -0.1 -0.1 0.1
H 0.17015 -5.38864 -2.15342 0.0 -0.2 -0.1
H 1.54097 -3.42014 -2.68150 0.1 0.0 -0.1
H 0.95271 -1.21614 -1.74602 0.1 0.1 -0.1
C 4.89357 -1.31323 8.05673 0.0 -0.1 0.1
C 3.59129 -2.04704 7.68071 0.6 -0.1 -0.1
C 3.95517 -3.34072 6.91699 -0.1 0.1 0.0
C 2.90383 -2.43067 9.00875 -0.1 0.1 -0.2
C 2.61121 -1.18524 6.84074 0.7 0.6 0.3
C 1.40604 -1.77831 6.50556 -0.3 0.0 0.1
C 0.39948 -1.06948 5.89494 0.0 -0.4 0.0
C 0.54149 0.27849 5.66999 0.1 0.3 0.3
C 1.70684 0.95748 6.00052 0.0 0.5 0.4
C 1.60773 2.51583 6.05690 0.0 0.4 -0.5
C 2.70992 3.22373 5.25319 0.0 0.1 0.0
C 1.63101 2.92652 7.54400 0.0 -0.2 -0.1
C 0.28739 3.06596 5.45006 0.2 -0.4 0.1
C 2.80625 0.17949 6.49490 0.0 -0.7 -0.6
N 4.17326 0.66962 6.40892 0.6 0.6 0.1
C 5.10950 0.24519 5.44594 -0.3 -0.7 -1.0
C 5.00788 -0.94423 4.72985 0.4 0.8 1.1
C 6.03338 -1.52670 3.92605 0.0 0.2 -0.1
C 7.39331 -1.28661 4.19137 -0.2 -0.2 -0.1
C 8.37867 -1.76931 3.37366 0.4 0.1 -0.1
C 8.04373 -2.51986 2.25854 -0.2 0.1 0.1
N 9.09435 -2.95057 1.35681 1.2 -0.5 -0.9
O 8.78367 -3.54538 0.30846 0.3 0.8 1.5
O 10.27414 -2.70089 1.66925 -1.7 -0.3 -0.4
C 6.71072 -2.82878 2.01560 0.2 -0.3 -0.5
C 5.71645 -2.36028 2.83562 0.2 0.3 0.3
N 6.02923 1.29708 5.27093 -0.6 0.1 0.7
C 7.02865 1.54385 4.25290 0.1 0.1 -0.4
C 6.65908 1.76357 2.89459 -0.6 0.0 0.5
C 5.22677 1.85868 2.28574 -0.4 -0.3 -0.1
C 5.19035 1.11360 0.92733 0.2 0.2 0.1
C 4.90099 3.35092 2.08165 0.2 -0.1 0.0
C 4.08578 1.24700 3.10907 0.0 0.0 -0.3
C 7.66923 2.06709 1.99278 0.0 0.0 -0.1
C 8.98526 2.15013 2.36890 0.1 0.1 -0.1
C 9.32993 1.94211 3.67848 0.1 0.1 0.1
C 8.39163 1.63512 4.64881 -0.5 -0.1 0.5
C 8.98947 1.45111 6.07590 -0.1 -0.2 0.4
C 10.13824 0.41491 6.02518 -0.1 0.2 -0.2
C 8.02371 0.95935 7.18062 0.3 0.1 0.1
C 9.56262 2.80582 6.54132 0.0 -0.1 -0.2
C 5.74734 2.25383 6.25815 -0.7 -0.5 0.7
C 4.70740 1.82593 7.00422 0.7 0.4 -0.8
H 4.67968 -0.33748 8.49243 0.1 -0.1 0.1
H 5.46666 -1.88071 8.79139 -0.2 -0.2 0.0
H 5.53267 -1.17088 7.18839 0.0 -0.1 0.2
H 3.06893 -3.92549 6.67340 -0.1 0.0 0.0
H 4.47169 -3.12021 5.98472 0.0 0.0 0.0
H 4.61063 -3.97735 7.51204 0.0 0.1 0.1
H 1.98415 -2.98879 8.84139 -0.1 0.0 0.0
H 3.55820 -3.05564 9.61684 0.1 0.0 -0.1
H 2.66372 -1.53972 9.58857 -0.1 0.1 0.0
H 1.23445 -2.81041 6.75783 0.0 -0.2 0.1
H -0.53694 -1.55355 5.67150 -0.1 -0.1 -0.2
H -0.30739 0.81485 5.28197 0.0 0.1 0.0
H 2.59562 3.01619 4.19045 -0.1 0.0 0.1
H 2.65729 4.30656 5.37103 -0.2 0.1 0.2
H 3.70014 2.92309 5.55982 -0.2 0.2 -0.2
H 0.75071 2.53829 8.05719 -0.1 0.0 0.0
H 2.49542 2.51476 8.05645 -0.1 0.1 0.1
H 1.63702 4.01031 7.66849 0.0 0.0 -0.1
H -0.58386 2.78275 6.03782 -0.1 -0.1 0.0
H 0.30521 4.15675 5.41871 0.2 0.0 0.1
H 0.14846 2.72488 4.42426 0.0 0.0 0.0
H 4.04931 -1.43348 4.73827 -0.2 0.0 0.1
H 7.64922 -0.69985 5.05317 0.1 -0.1 0.1
H 9.41869 -1.55095 3.55464 0.1 0.0 0.1
H 6.47891 -3.42743 1.15384 -0.1 -0.1 -0.2
H 4.67997 -2.57329 2.62640 -0.1 -0.1 -0.1
H 5.65235 0.13131 1.02499 0.0 -0.1 0.0
H 4.16622 0.95931 0.58655 -0.1 0.1 0.1
H 5.70935 1.65827 0.14127 0.0 0.0 -0.1
H 4.91532 3.87147 3.03875 0.0 0.1 0.1
H 5.63087 3.82886 1.42968 0.1 0.1 0.0
H 3.91519 3.49037 1.63631 -0.1 -0.1 0.0
H 4.11812 1.58891 4.13646 -0.3 0.0 -0.5
H 3.11397 1.51840 2.69396 0.1 0.2 -0.2
H 4.12958 0.16136 3.09368 0.0 0.2 -0.1
H 7.42320 2.28777 0.96782 -0.1 0.0 -0.1
H 9.73995 2.42640 1.65072 0.1 0.0 -0.1
H 10.36513 2.04511 3.95409 0.1 0.0 0.1
H 10.90547 0.67954 5.30042 0.0 0.0 0.0
H 10.62924 0.34110 6.99559 -0.1 0.1 0.1
H 9.76051 -0.57472 5.77311 0.0 -0.1 0.0
H 7.43113 1.77692 7.58626 0.1 -0.2 0.0
H 7.35092 0.17844 6.83498 0.1 0.0 0.2
H 8.58737 0.55177 8.02048 0.2 0.0 -0.1
H 8.78087 3.56462 6.57998 0.0 0.0 0.0
H 9.99769 2.71539 7.53670 0.0 -0.1 0.1
H 10.34267 3.16420 5.87079 0.0 0.0 0.0
H 6.29896 3.16782 6.40223 0.2 -0.2 -0.2
H 4.35071 2.29433 7.90317 -0.3 -0.1 -0.2
```
Forces are in eV/Å.

Results
**Highest occupied orbital energy**: -6.60 eV
**ΔE to the lowest compared entry with this formula, charge and spin**: 0.0 kJ/mol
**Net charge**: 0
**E_tot**: -3543.1223 hartree